# C4H9NO2

The molecule C4H9NO2 in a non-equilibrium geometry (ωB97M-V/def2-TZVPD, the Open Molecules 2025 dataset).

The energy above the lowest of the compared OMol25 structures with the same formula, charge and spin is 2.013 eV. As for the structure (SMILES): CCNC(=O)OC. The spin multiplicity is 1. Its lowest unoccupied orbital energy is 0.887 eV. The value obtained for the calculated total energy is -9878.047 eV. Its HOMO-LUMO gap is 10.60 eV.

```
16
Properties=species:S:1:pos:R:3:mulliken_charge:R:1
C 1.31013 -1.17747 -1.43621 -0.918
C 1.81212 -0.13286 -0.44449 -0.247
N 0.69912 0.81764 -0.32339 -0.352
C -0.31694 0.35371 0.58260 0.672
O -0.38880 -0.72875 1.11546 -0.561
O -1.23851 1.31017 0.72350 -0.339
C -2.40950 0.92581 1.44260 -0.614
H 0.44341 -1.73563 -1.05762 0.257
H 0.82970 -0.42573 -2.32364 0.224
H 2.08862 -1.95458 -1.68237 0.316
H 2.15188 -0.58785 0.48189 0.317
H 2.65402 0.43097 -0.87858 0.259
H 0.28337 0.79423 -1.41227 0.206
H -3.07338 1.79175 1.41869 0.213
H -2.89256 0.06779 0.96600 0.293
H -2.16578 0.66433 2.47465 0.276
```